{
  "formula": "C5H10N2",
  "method": "the ωB97M-V functional and the def2-TZVPD basis",
  "elements": ["C", "C", "N", "C", "C", "C", "N", "H", "H", "H", "H", "H", "H", "H", "H", "H", "H"],
  "coordinates": [[-1.58331, 0.38285, 0.05376], [-0.95813, -0.72432, -0.88180], [0.50104, -0.92122, -1.23575], [1.25723, -0.40484, -0.04108], [0.88936, -0.42071, 1.30519], [0.74373, 0.80074, 0.58032], [-0.59171, 1.33490, 0.33088], [-2.42881, 0.89459, -0.43476], [-1.95442, -0.17087, 1.06924], [-1.42005, -1.12817, -1.88728], [-1.23488, -1.46256, -0.20890], [0.71001, -0.18845, -1.93380], [2.28730, -0.45214, -0.57457], [-0.00210, -0.95271, 1.43419], [1.58732, -0.70164, 2.18634], [1.44960, 1.51884, 0.93309], [-0.45249, 1.94503, -0.34777]],
  "forces_ev_per_angstrom": [[-0.538, -1.106, -0.262], [-1.138, -2.215, -2.858], [-1.883, 1.811, 2.380], [3.881, -0.494, -7.295], [0.798, -3.467, 4.875], [-0.389, 2.509, 1.153], [1.355, -1.648, 4.399], [0.151, -0.325, 0.405], [0.694, 1.523, -2.403], [-0.114, 1.660, 1.887], [0.229, -2.747, 0.545], [-0.108, -0.570, 0.240], [-0.942, 0.429, 2.343], [-1.340, -0.762, 0.531], [-0.951, 1.026, -1.717], [0.255, 0.849, -0.322], [0.040, 3.526, -3.900]],
  "relative_energy_kcal_mol": 95.9,
  "orbital_gap_ha": 0.3272,
  "fmax_ev_per_a": 8.3,
  "smiles": "C1CN[C@@H]2C[C@@H]2N1",
  "e_tot_ha": -305.87106,
  "mol_weight_g_mol": 98.15
}